# C3H5O3

The ion C3H5O3 with charge +1 (ωB97M-V/def2-TZVPD, OMol25).

Calculated values
Charge: +1
Orbital gap in eV: 9.76
E_HOMO in eV: -16.28
Relative energy (zero: lowest compared OMol25 entry of this formula, charge and spin) in kJ/mol: 591.2

The geometry in XYZ format:
```
11
Properties=species:S:1:pos:R:3:forces:R:3
O 0.266795 0.972783 1.976085 1.84 1.18 1.15
O 0.202669 -0.367099 1.666655 0.06 -0.81 0.10
O -0.529892 1.691065 0.977492 -0.25 0.92 1.88
C 0.727720 -0.567913 -0.901808 0.48 1.70 -2.19
C -0.205112 -0.455525 0.322981 -0.35 -0.45 -1.10
C -0.898165 0.828467 0.227851 -2.65 -0.95 -5.03
H 1.246037 -1.491417 -0.940900 -0.11 -1.38 0.26
H -0.891246 -1.285436 0.198087 -0.31 -0.27 0.51
H 0.113675 -0.485789 -1.931986 1.21 -0.10 2.50
H -1.647785 1.039181 -0.636252 1.37 0.10 1.64
H 1.615304 0.121682 -0.958205 -1.29 0.06 0.29
```
Positions in Å, forces in eV/Å.

# C5H10N3

The ion C5H10N3 with charge +1 (ωB97M-V/def2-TZVPD, OMol25).

Calculated values
Charge: +1
Orbital gap (alpha / beta) in eV: 7.17 / 7.18
E_HOMO (alpha / beta) in eV: -12.31 / -12.30
Relative energy (zero: lowest compared OMol25 entry of this formula, charge and spin) in kJ/mol: 901.1

The geometry in XYZ format:
```
18
Properties=species:S:1:pos:R:3:forces:R:3
N -0.811804 -0.288778 -0.139085 -0.96 -0.91 -0.26
N 1.259392 0.865527 -0.041020 0.29 0.48 0.48
N 2.699586 0.874560 -0.107984 -0.29 2.94 0.34
C -1.856742 0.573665 -0.543120 4.78 0.35 -2.13
C 0.599821 1.967060 0.071071 -3.63 -2.03 -0.24
C -3.085412 0.776676 0.053981 -2.24 1.43 4.19
C 0.505815 -0.336512 -0.137230 0.39 1.44 0.28
C 1.182561 -1.631556 -0.244268 1.14 -0.16 4.32
H 2.044242 -1.675073 0.625186 -2.28 -0.23 -2.03
H -3.344800 1.893976 -0.106489 0.45 -1.56 0.03
H 0.455051 -2.438227 -0.110045 0.45 0.00 0.13
H -3.977405 0.284489 -0.439967 1.13 0.17 0.44
H 3.132882 1.565906 0.579107 -1.33 -1.29 -1.19
H 3.150717 0.023462 -0.028284 0.59 -2.22 0.20
H 0.903782 2.922251 -0.202526 1.67 1.37 -0.15
H -3.018102 0.642667 1.241993 -0.78 -0.08 -2.38
H -1.084141 -1.285503 -0.213106 -0.68 0.57 0.39
H 1.663719 -1.760688 -1.138439 1.29 -0.27 -2.44
```
Positions in Å, forces in eV/Å.

# C4H4O2S

A cluster of 2 separate species, C4H4O2S in total (ωB97M-V/def2-TZVPD, OMol25).

Calculated values
Orbital gap (alpha / beta) in eV: 4.16 / 3.99
E_HOMO (alpha / beta) in eV: -4.63 / -7.84
Multiplicity: 3
Relative energy (zero: lowest compared OMol25 entry of this formula, charge and spin) in kJ/mol: 461.6

The geometry in XYZ format:
```
11
Properties=species:S:1:pos:R:3:forces:R:3
S 0.996380 -0.484066 -0.580825 -0.82 -0.98 -0.60
O -1.539757 -0.097877 -0.946411 2.86 5.67 0.45
O 1.692478 -0.101413 1.773124 -0.82 0.59 -0.26
C -2.063639 -1.124830 -1.236346 -1.38 -5.73 1.29
C 0.796030 1.112310 0.027538 0.52 0.18 -0.47
C 1.611283 -1.101906 0.882533 0.28 1.46 0.28
C 1.205447 1.158024 1.293920 1.26 0.59 1.31
H 1.427726 2.027276 2.011882 -0.70 -1.69 -1.29
H 0.461782 1.812082 -0.751471 0.04 0.03 1.13
H -2.767605 -1.279539 -2.034230 -0.41 -0.09 -0.42
H -1.820129 -1.920059 -0.439714 -0.84 -0.04 -1.43
```
Positions in Å, forces in eV/Å.

# H24O12

A cluster of 12 separate species, H24O12 in total (ωB97M-V/def2-TZVPD, OMol25).

Calculated values
Orbital gap in eV: 9.60
E_HOMO in eV: -9.59
Relative energy (zero: lowest compared OMol25 entry of this formula, charge and spin) in kJ/mol: 738.0

The geometry in XYZ format:
```
36
Properties=species:S:1:pos:R:3:forces:R:3
O -0.701570 2.250765 -2.380439 -1.37 1.34 -1.42
O 4.241099 1.343091 0.347702 -2.60 1.46 1.15
O 0.650630 3.535762 -0.543809 -1.05 0.27 -0.68
O 1.414581 3.263524 2.031678 2.28 -2.49 0.87
O -0.083594 -1.855643 3.597017 -0.07 -0.43 -0.27
O -4.685405 -1.302937 0.537827 -1.19 -1.82 0.04
O 3.194981 -2.554673 -2.365923 -0.15 1.71 -3.65
O -0.604401 -2.120613 0.288239 -3.30 -7.81 -0.79
O 1.886337 -3.693314 -0.924257 -1.95 -3.54 0.59
O -0.586838 0.383077 2.407062 0.84 -0.76 -0.70
O -3.071647 1.274133 -2.577189 -0.41 -0.83 -0.42
O -0.361467 -0.379703 -0.062449 0.26 6.64 0.47
H -3.853240 1.657245 -2.195967 -0.50 0.38 0.37
H -0.607998 -1.524430 2.846830 -0.23 -0.53 0.85
H 0.877882 2.917610 2.770630 0.26 0.50 -0.49
H 2.208762 2.591926 2.043214 -2.28 2.02 0.17
H -0.455521 -1.377295 4.345893 0.04 -0.02 -0.09
H 1.297161 -4.410787 -1.310737 1.05 1.15 1.02
H 2.685231 -2.154809 -3.144040 1.15 -0.29 1.57
H 0.763815 4.345370 -1.035292 -0.43 0.33 -0.63
H -1.549694 2.656621 -2.801597 2.34 -1.81 1.25
H 3.398380 -3.406566 -2.778558 0.16 -0.05 0.66
H 1.472985 -2.915448 -1.258344 -0.26 0.99 -0.14
H -0.008040 -2.005660 0.967669 2.22 0.25 1.92
H 3.647244 0.981823 -0.325190 0.45 -0.35 -0.28
H -5.276054 -2.132745 0.578139 1.23 2.25 -0.14
H 3.523268 1.885739 0.839823 2.21 -1.16 -1.01
H 0.155193 -0.256084 2.166137 -1.05 1.89 0.51
H -0.860330 -3.047859 0.399558 -0.02 -0.72 0.13
H 0.020933 -0.176745 -0.876449 1.13 0.65 -2.18
H -3.353462 0.374006 -2.792178 0.17 0.13 0.00
H -0.183145 1.123743 2.855085 0.24 0.04 0.14
H -0.554788 0.466619 0.349372 -0.07 0.75 -0.09
H -0.864136 1.310578 -2.228554 -0.60 0.58 -0.22
H -5.253396 -0.542743 0.352155 -0.08 -0.44 0.11
H 1.476259 3.496423 -0.123047 1.57 -0.31 1.38
```
Positions in Å, forces in eV/Å.

# C2H5O3Pd

A structure of composition C2H5O3Pd (ωB97M-V/def2-TZVPD, OMol25).

Calculated values
Charge: +2
Orbital gap (alpha / beta) in eV: 7.86 / 8.14
E_HOMO (alpha / beta) in eV: -20.35 / -21.67
Multiplicity: 4

The geometry in XYZ format:
```
11
Properties=species:S:1:pos:R:3:forces:R:3
Pd 1.524871 0.785000 0.486821 5.60 7.06 4.02
O 1.789447 -0.507273 1.408808 2.82 -9.02 9.49
O 0.812851 1.263525 -0.838402 -4.77 5.92 -11.87
O 0.762844 -1.360880 1.389073 -1.15 -4.60 -1.70
C -0.363152 0.951622 -1.341100 -4.07 -1.74 0.02
C -0.471423 -1.222046 1.059914 1.43 0.97 2.06
H -0.920484 -0.093662 -0.663982 1.64 2.35 -2.28
H -0.844079 -2.130727 0.580186 -0.60 -0.04 0.58
H -0.905808 -0.322383 1.512369 -0.89 -0.05 -0.91
H -1.093194 1.761662 -1.139622 0.13 -0.18 0.02
H -0.291872 0.875164 -2.454068 -0.12 -0.68 0.56
```
Positions in Å, forces in eV/Å.

# C5H12ClOPS

A structure of composition C5H12ClOPS (ωB97M-V/def2-TZVPD, OMol25).

Calculated values
Orbital gap in eV: 8.37
E_HOMO in eV: -8.72
Relative energy (zero: lowest compared OMol25 entry of this formula, charge and spin) in kJ/mol: 479.7

The geometry in XYZ format:
```
21
Properties=species:S:1:pos:R:3:forces:R:3
Cl -2.639742 2.579257 -1.787315 -0.05 -0.58 0.31
S -0.419953 1.894619 -0.176713 -0.39 0.80 0.59
P -2.404374 -0.727688 -1.122314 -0.62 -0.40 2.84
O -2.038298 -1.842920 -2.046684 0.51 1.42 -0.54
C 0.382915 -0.613503 0.433907 1.35 -0.54 1.56
C 2.797061 0.181612 -0.092584 1.37 -1.85 0.62
C 1.920311 -0.860473 0.524169 -1.27 -2.19 -3.54
C -0.143201 0.673473 1.089596 -0.03 -0.57 0.72
C -2.079763 1.475040 -0.476540 1.10 -1.57 -4.02
H 2.805187 0.104975 -1.143400 -0.44 0.25 -1.42
H 2.228816 -1.864743 -0.059393 -1.29 1.93 0.75
H 0.635080 1.083727 1.723700 0.06 0.14 0.29
H 3.796114 -0.229428 0.168067 -0.10 1.24 0.07
H 0.286795 -0.607027 -0.615998 -1.06 0.03 -1.32
H 2.584860 1.166345 0.214326 0.20 1.27 0.52
H -1.063057 0.512798 1.763459 1.30 0.27 -1.18
H 2.281668 -1.177351 1.413159 0.68 -0.23 3.56
H -2.116500 -1.372256 0.244059 -0.82 1.41 -1.35
H -3.807250 -0.465729 -1.196755 0.26 -0.05 0.15
H -2.818734 1.504036 0.255323 -0.97 -0.20 1.66
H -0.187936 -1.414763 0.887932 0.23 -0.59 -0.26
```
Positions in Å, forces in eV/Å.

The records above give, respectively, F_max values of 5.8; 5.2; 6.4; 8.5; 14.1; 4.4 eV/Å.
The records above give, respectively, calculated total energy values of -342.482221; -360.231878; -703.166963; -917.044266; -431.513520; -1472.570437 a.u..